[1]
{"formula": "C25H67NO26S8", "method": "the ωB97M-V functional and the def2-TZVPD basis", "elements": ["C", "C", "O", "S", "C", "O", "O", "H", "H", "H", "H", "H", "H", "H", "H", "C", "C", "O", "S", "C", "O", "O", "H", "H", "H", "H", "H", "H", "H", "H", "C", "C", "O", "S", "C", "O", "O", "H", "H", "H", "H", "H", "H", "H", "H", "C", "C", "O", "S", "C", "O", "O", "H", "H", "H", "H", "H", "H", "H", "H", "C", "C", "O", "S", "C", "O", "O", "H", "H", "H", "H", "H", "H", "H", "H", "C", "C", "O", "S", "C", "O", "O", "H", "H", "H", "H", "H", "H", "H", "H", "C", "C", "O", "S", "C", "O", "O", "H", "H", "H", "H", "H", "H", "H", "H", "C", "C", "O", "S", "C", "O", "O", "H", "H", "H", "H", "H", "H", "H", "H", "C", "N", "O", "O", "H", "H", "H"], "positions_angstrom": [[10.338, -28.394, -5.815], [10.269, -27.096, -6.611], [11.608, -26.685, -6.858], [11.946, -25.091, -6.830], [12.029, -24.784, -5.081], [13.305, -24.961, -7.276], [10.851, -24.384, -7.457], [11.134, -29.089, -6.075], [9.374, -28.904, -5.811], [10.561, -28.116, -4.780], [9.667, -27.240, -7.514], [9.655, -26.363, -6.076], [12.670, -25.564, -4.685], [11.019, -24.859, -4.672], [12.328, -23.756, -4.895], [15.117, -30.072, -4.117], [14.885, -30.875, -2.854], [15.569, -30.182, -1.766], [14.884, -30.158, -0.330], [14.682, -28.402, -0.011], [13.607, -30.857, -0.363], [15.880, -30.560, 0.646], [14.676, -29.080, -4.050], [14.840, -30.767, -4.911], [16.189, -29.875, -4.194], [13.830, -31.056, -2.675], [15.381, -31.845, -2.942], [14.117, -27.933, -0.826], [15.597, -27.828, 0.086], [13.966, -28.210, 0.790], [15.710, -21.024, -0.047], [15.511, -22.219, -0.985], [16.044, -21.854, -2.267], [15.668, -22.823, -3.526], [16.451, -24.350, -3.038], [14.252, -23.045, -3.491], [16.405, -22.283, -4.649], [15.011, -20.908, 0.778], [15.812, -20.117, -0.643], [16.680, -21.077, 0.456], [16.079, -23.047, -0.558], [14.459, -22.467, -1.130], [17.518, -24.225, -3.178], [15.982, -25.081, -3.699], [16.084, -24.634, -2.055], [10.474, -31.604, -0.417], [10.308, -30.106, -0.193], [9.836, -29.894, 1.141], [10.853, -29.223, 2.242], [11.874, -30.593, 2.849], [11.647, -28.261, 1.527], [9.994, -28.720, 3.290], [9.630, -32.265, -0.216], [11.249, -32.055, 0.212], [10.845, -31.795, -1.428], [11.294, -29.648, -0.299], [9.679, -29.706, -0.986], [12.257, -31.128, 1.980], [11.205, -31.212, 3.439], [12.752, -30.230, 3.378], [6.775, -27.162, -4.208], [6.558, -27.676, -5.620], [5.967, -28.973, -5.676], [5.266, -29.406, -7.086], [6.724, -29.853, -8.025], [4.502, -30.575, -6.778], [4.666, -28.266, -7.722], [5.836, -27.148, -3.656], [7.213, -26.166, -4.231], [7.405, -27.825, -3.606], [5.792, -27.009, -6.028], [7.474, -27.568, -6.207], [7.163, -30.728, -7.552], [7.418, -29.045, -7.782], [6.516, -29.871, -9.087], [8.043, -22.843, -5.753], [6.721, -23.569, -5.616], [6.313, -23.441, -4.229], [4.803, -23.861, -3.885], [3.875, -22.447, -4.619], [4.478, -25.067, -4.595], [4.691, -23.854, -2.439], [8.825, -23.527, -6.115], [8.459, -22.505, -4.807], [8.202, -22.117, -6.551], [5.963, -23.141, -6.271], [6.833, -24.631, -5.821], [4.182, -21.551, -4.085], [2.820, -22.612, -4.409], [4.035, -22.365, -5.689], [8.039, -20.303, -2.915], [8.245, -20.393, -1.402], [9.538, -19.855, -1.177], [10.142, -19.929, 0.329], [11.847, -20.284, -0.149], [10.073, -18.623, 0.952], [9.610, -21.064, 1.042], [7.119, -20.846, -3.138], [8.871, -20.759, -3.452], [7.963, -19.277, -3.272], [7.470, -19.763, -0.947], [7.986, -21.391, -1.041], [12.181, -19.446, -0.755], [11.845, -21.280, -0.585], [12.462, -20.263, 0.750], [9.203, -24.106, -2.182], [9.500, -25.523, -1.684], [10.840, -25.902, -1.990], [12.140, -25.099, -1.453], [11.865, -25.160, 0.346], [13.372, -25.755, -1.850], [11.982, -23.696, -1.791], [8.212, -23.862, -2.567], [9.787, -23.916, -3.089], [9.544, -23.330, -1.499], [9.404, -25.658, -0.603], [8.779, -26.178, -2.172], [11.172, -24.380, 0.645], [12.869, -25.119, 0.763], [11.435, -26.126, 0.622], [8.214, -25.945, 3.388], [8.175, -25.764, 1.910], [8.179, -24.616, 1.499], [8.110, -26.743, 1.206], [7.513, -25.179, 3.721], [9.214, -25.683, 3.716], [7.800, -26.911, 3.646]], "lowdin_charge": [-0.052, -0.294, -0.246, 0.625, -0.117, -0.269, -0.290, 0.082, 0.065, 0.076, 0.117, 0.101, 0.074, 0.046, 0.071, -0.061, -0.248, -0.247, 0.623, -0.114, -0.306, -0.292, 0.080, 0.087, 0.081, 0.105, 0.125, 0.048, 0.077, 0.049, -0.058, -0.264, -0.258, 0.627, -0.109, -0.294, -0.270, 0.067, 0.084, 0.074, 0.111, 0.099, 0.076, 0.075, 0.051, -0.078, -0.257, -0.239, 0.639, -0.080, -0.315, -0.286, 0.081, 0.057, 0.080, 0.088, 0.123, 0.047, 0.075, 0.080, -0.061, -0.289, -0.240, 0.613, -0.104, -0.268, -0.277, 0.086, 0.061, 0.077, 0.103, 0.090, 0.075, 0.040, 0.076, -0.043, -0.227, -0.297, 0.606, -0.091, -0.280, -0.277, 0.054, 0.052, 0.090, 0.111, 0.098, 0.067, 0.070, 0.058, -0.060, -0.277, -0.254, 0.622, -0.106, -0.287, -0.292, 0.069, 0.070, 0.082, 0.126, 0.112, 0.076, 0.051, 0.064, -0.052, -0.215, -0.273, 0.626, -0.080, -0.288, -0.311, 0.067, 0.060, 0.067, 0.079, 0.112, 0.071, 0.072, 0.041, 0.052, -0.441, 0.056, 0.070, 0.099, 0.105, 0.095], "orbital_gap_ev": 11.00, "mol_weight_g_mol": 1054.33}

[2]
{"formula": "C25H68MgN9O11", "method": "the ωB97M-V functional and the def2-TZVPD basis", "elements": ["Mg", "C", "C", "O", "H", "H", "H", "H", "H", "C", "O", "N", "N", "H", "H", "H", "H", "C", "O", "N", "N", "H", "H", "H", "H", "C", "O", "N", "N", "H", "H", "H", "H", "C", "C", "O", "H", "H", "H", "H", "H", "H", "C", "O", "C", "C", "N", "C", "C", "O", "C", "H", "H", "H", "H", "H", "H", "H", "H", "H", "H", "H", "H", "H", "H", "H", "C", "O", "C", "C", "N", "C", "C", "O", "C", "H", "H", "H", "H", "H", "H", "H", "H", "H", "H", "H", "H", "H", "H", "H", "C", "O", "C", "C", "N", "C", "C", "O", "C", "H", "H", "H", "H", "H", "H", "H", "H", "H", "H", "H", "H", "H", "H", "H"], "positions_angstrom": [[-0.973, 1.835, 5.556], [-1.544, 0.054, -0.996], [-2.659, 0.084, 0.060], [-2.274, 0.174, 1.408], [-1.020, -0.895, -0.884], [-0.788, 0.816, -0.806], [-2.035, 0.056, -1.969], [-3.455, -0.639, -0.115], [-3.180, 1.023, -0.127], [1.776, 5.263, 1.522], [1.174, 4.690, 2.446], [1.351, 6.355, 0.942], [2.687, 4.685, 0.792], [0.534, 6.819, 1.313], [1.823, 6.596, 0.082], [3.122, 3.867, 1.194], [3.146, 5.223, 0.071], [-8.392, -1.998, 6.220], [-7.464, -2.782, 6.560], [-8.297, -1.069, 5.304], [-9.545, -1.979, 6.824], [-7.430, -0.963, 4.796], [-9.067, -0.425, 5.189], [-10.167, -1.250, 6.504], [-9.649, -2.405, 7.734], [0.041, -6.448, 1.530], [0.563, -7.461, 1.929], [0.579, -5.290, 1.408], [-1.235, -6.222, 1.225], [1.582, -5.343, 1.299], [0.059, -4.596, 0.891], [-1.662, -5.306, 1.208], [-1.902, -6.973, 1.329], [7.243, 0.067, -2.276], [6.170, -1.113, -2.244], [5.932, -1.444, -0.900], [6.736, 1.023, -2.407], [7.740, -0.272, -3.185], [8.050, 0.101, -1.545], [6.627, -1.979, -2.724], [5.226, -0.861, -2.727], [6.823, -1.625, -0.594], [7.429, 8.508, -0.932], [6.623, 8.974, -2.010], [5.611, 8.099, -2.405], [4.514, 8.740, -3.314], [3.507, 7.703, -3.543], [2.291, 8.090, -4.160], [1.420, 6.849, -4.409], [0.085, 7.373, -4.464], [-0.928, 6.349, -4.551], [7.623, 7.438, -0.999], [6.991, 8.797, 0.024], [8.370, 9.052, -0.843], [5.107, 7.714, -1.519], [5.949, 7.236, -2.979], [4.959, 8.919, -4.293], [4.042, 9.637, -2.914], [3.990, 7.158, -4.243], [2.503, 8.622, -5.087], [1.833, 8.775, -3.447], [1.436, 6.127, -3.593], [1.892, 6.395, -5.281], [-0.902, 5.920, -5.553], [-1.916, 6.808, -4.537], [-0.756, 5.547, -3.833], [1.376, 0.137, 5.974], [0.181, 0.378, 6.720], [-0.141, -0.753, 7.547], [-1.399, -0.525, 8.334], [-2.323, 0.286, 7.586], [-3.020, 1.122, 8.562], [-3.806, 2.274, 7.819], [-2.844, 2.648, 6.771], [-3.365, 3.643, 5.877], [2.259, 0.276, 6.599], [1.463, 0.910, 5.211], [1.352, -0.832, 5.475], [0.681, -0.921, 8.243], [-0.251, -1.689, 6.999], [-0.872, -0.076, 9.176], [-1.906, -1.422, 8.689], [-3.029, -0.340, 7.225], [-2.263, 1.548, 9.221], [-3.727, 0.444, 9.040], [-4.004, 3.122, 8.474], [-4.770, 2.084, 7.347], [-4.327, 3.267, 5.528], [-2.513, 3.582, 5.200], [-3.627, 4.647, 6.210], [1.527, -9.624, -6.656], [1.513, -8.209, -6.947], [1.664, -7.332, -5.784], [0.316, -6.990, -5.080], [-0.839, -6.794, -5.955], [-2.058, -7.101, -5.097], [-3.367, -6.983, -5.985], [-3.357, -7.911, -7.053], [-4.639, -8.352, -7.568], [2.470, -9.856, -6.160], [1.497, -10.223, -7.566], [0.711, -9.865, -5.975], [2.209, -6.490, -6.210], [2.347, -7.778, -5.061], [0.315, -6.041, -4.543], [0.213, -7.907, -4.500], [-0.850, -7.506, -6.671], [-2.183, -6.332, -4.335], [-1.982, -8.114, -4.703], [-3.481, -5.959, -6.339], [-4.234, -7.178, -5.354], [-4.376, -9.113, -8.303], [-5.195, -7.629, -8.165], [-5.266, -8.747, -6.769]], "lowdin_charge": [1.165, -0.100, -0.435, -0.220, 0.056, 0.069, 0.069, 0.098, 0.103, -0.762, -0.031, 0.164, 0.161, 0.124, 0.108, 0.122, 0.109, -0.748, -0.026, 0.155, 0.159, 0.120, 0.107, 0.106, 0.128, -0.786, 0.062, 0.142, 0.133, 0.124, 0.110, 0.104, 0.112, -0.072, -0.302, -0.097, 0.062, 0.058, 0.067, 0.098, 0.111, 0.074, -0.102, -0.178, -0.241, -0.179, -0.115, -0.236, -0.205, -0.199, -0.093, 0.087, 0.082, 0.084, 0.107, 0.117, 0.118, 0.124, 0.105, 0.124, 0.124, 0.111, 0.121, 0.080, 0.086, 0.081, -0.074, -0.323, -0.185, -0.202, -0.082, -0.147, -0.108, -0.353, -0.073, 0.111, 0.072, 0.114, 0.139, 0.137, 0.129, 0.146, 0.135, 0.127, 0.132, 0.128, 0.125, 0.102, 0.038, 0.107, -0.092, -0.216, -0.180, -0.225, -0.056, -0.167, -0.223, -0.206, -0.083, 0.078, 0.086, 0.079, 0.112, 0.108, 0.118, 0.097, 0.087, 0.108, 0.108, 0.114, 0.105, 0.084, 0.080, 0.083], "orbital_gap_ev": 3.13, "mol_weight_g_mol": 695.18, "charge": 1}